Below is one molecule with the formula C4H5NO2, with properties calculated with ωB97M-V/def2-TZVPD.

Element x y z (Å)
O 2.16093 1.65623 0.16386
C 1.86981 0.50504 -0.04460
N 0.54996 0.17179 -0.24436
C -0.21363 -1.07477 -0.14260
C -1.44104 -0.20755 0.19476
C -0.56419 1.00692 -0.03282
O -0.74638 2.18877 -0.08527
H 2.59055 -0.34078 -0.06877
H -0.26906 -1.57909 -1.10696
H 0.09322 -1.76635 0.64777
H -1.76928 -0.30559 1.22744
H -2.26090 -0.25463 -0.50844

Calculated values
Charge: 0
SMILES: O=CN1CCC1=O
Energy above the lowest of the compared OMol25 structures with the same formula, charge and spin, kcal/mol: 19.5
HOMO-LUMO gap, eV: 10.62
HOMO energy, Eh: -0.364

=====

Below is C25H42AlBr2Cl3CsF8NO11SSi2 as an isolated structure at a distorted geometry, with properties calculated with ωB97M-V/def2-TZVPD.

Element x y z (Å)
C 0.01054 -1.91764 1.09668
C 1.47856 -2.42068 0.72568
O 1.31403 -3.46554 -0.31237
C 1.02549 -2.89013 -1.63279
C -0.01999 -3.75024 -2.51661
O -1.38742 -3.62226 -2.07351
Si -2.55016 -3.70557 -3.37149
C -1.99040 -4.76844 -4.85907
C -2.85397 -1.86401 -3.94420
C -2.78039 -0.79434 -2.74952
O -4.13106 -0.38342 -2.42455
Si -4.19876 0.93872 -1.29906
C -5.76586 1.95889 -1.77403
C -4.42580 0.43784 0.54230
C -2.72729 2.15667 -1.38840
C -4.32442 -4.32374 -2.79134
O -5.16362 -4.34150 -3.69182
C -4.50557 -4.68325 -1.25058
F -3.39541 -5.51149 -0.89341
F -4.28710 -3.46007 -0.53052
C -5.81446 -5.44441 -0.75919
F -5.41801 -6.70511 -0.22193
F -6.77617 -5.71941 -1.71088
C -6.59400 -4.73142 0.47900
F -7.75861 -5.52862 0.66926
F -7.06569 -3.45969 0.14753
C -5.80473 -4.79546 1.87117
O -4.54423 -5.05670 2.00936
O -6.54292 -4.49177 3.09996
H -0.22822 -1.04520 0.41198
H -0.74008 -2.76028 0.84334
H -0.08217 -1.59335 2.18187
H 2.17419 -1.57984 0.38062
H 1.97180 -2.91542 1.62720
H 2.00276 -2.89534 -2.22458
H 0.65497 -1.81847 -1.59496
H 0.33419 -4.84301 -2.55119
H 0.06086 -3.32894 -3.58057
H -0.92550 -5.15190 -4.79226
H -2.11763 -4.15150 -5.81748
H -2.66626 -5.68517 -4.99619
H -3.93129 -1.84361 -4.34544
H -2.19462 -1.59132 -4.83148
H -2.11076 0.06414 -3.11702
H -2.29773 -1.18946 -1.78492
H -5.77681 2.19005 -2.88967
H -5.78962 2.94318 -1.20378
H -6.70196 1.36994 -1.45631
H -4.74377 1.39220 1.10251
H -5.30925 -0.32844 0.71951
H -3.43198 0.09478 1.07265
H -3.13520 3.19299 -1.16008
H -1.96137 1.90061 -0.58119
H -2.26061 2.20479 -2.43153
H -5.89020 -4.11080 3.73282
Al 0.54782 -5.28347 0.23056
C 4.14688 2.96930 0.64217
C 3.19119 2.38454 1.63851
O 2.69301 1.21858 0.95463
C 3.64249 0.87226 0.02523
O 3.62610 -0.14771 -0.60430
O 4.59507 1.82626 -0.08962
H 4.98348 3.47518 1.11950
H 3.65919 3.66225 -0.04956
H 3.68888 2.07450 2.55432
H 2.38234 3.06748 1.88791
Br 1.79577 0.86598 2.86279
Br -2.37966 -2.14006 -0.18442
C 5.64847 3.02108 5.71921
C 5.88950 2.99954 4.27572
N 6.07799 2.98256 3.14144
H 6.54356 3.31666 6.27032
H 4.85644 3.72518 5.98222
H 5.34737 2.03901 6.08956
C 6.67062 7.73152 0.79997
C 6.03824 8.43690 2.00200
C 4.51897 8.35792 1.83355
S 4.19795 6.87792 0.87949
O 3.64376 7.26361 -0.39638
O 3.56665 5.89049 1.72859
C 5.90717 6.42315 0.63962
H 7.73776 7.55706 0.94765
H 6.54929 8.34825 -0.09590
H 6.33406 7.92357 2.92227
H 6.37175 9.47316 2.08374
H 4.01034 8.28510 2.79476
H 4.13361 9.21052 1.27283
H 6.03623 5.96746 -0.34160
H 6.17642 5.71156 1.42371
F -6.86128 -0.53270 -1.75100
Cs -3.88967 -1.98259 1.90573
C 5.10292 -3.13316 2.20616
Cl 6.79463 -3.58195 2.45475
Cl 4.02927 -4.28435 3.01844
Cl 4.80292 -1.48868 2.78203
H 4.89392 -3.16470 1.13924
F -5.61073 -4.42938 -5.87299

Calculated values
Charge: 0
HOMO-LUMO gap, eV: 1.54
HOMO energy, Eh: -0.248

=====

Below is one molecule with the formula C8H16N2O4 at a distorted geometry, with properties calculated with ωB97M-V/def2-TZVPD.

Element x y z (Å)
C 1.24849 -3.55635 0.58221
C 1.37935 -2.19002 -0.38454
C 2.83459 -2.21857 -0.78269
C 0.84736 -0.83643 0.09844
N -0.30962 -0.83193 0.89605
C 0.60957 0.00208 -1.15127
O 1.02368 -0.37165 -2.19315
N -0.26065 1.05502 -1.13713
C -1.02306 1.82398 0.10213
C -2.54912 1.16933 -0.11888
O -2.85377 1.19459 -1.60824
C -0.38545 1.76317 1.51123
O 0.88406 1.95500 1.55999
O -1.28509 1.78477 2.52001
H 1.52766 -4.35798 -0.25702
H 2.02920 -3.26692 1.33144
H 0.21326 -3.48940 1.17754
H 0.72857 -2.52935 -1.36288
H 2.70853 -1.34456 -1.43265
H 3.55593 -1.96283 -0.01691
H 3.17679 -3.17334 -1.23598
H 1.61926 -0.18691 0.51322
H -0.32790 -1.55303 1.66103
H -1.17349 -1.28565 0.31585
H -0.26432 1.64765 -2.00553
H -1.19974 2.84711 -0.10878
H -3.42806 1.86675 0.22635
H -2.49138 0.13274 0.32155
H -2.00966 0.70358 -2.01263
H -0.59426 2.14561 3.20436

Calculated values
Charge: 0
SMILES: CC(C)[C@H](N)C(=O)N[C@@H](CO)C(=O)O
Energy above the lowest of the compared OMol25 structures with the same formula, charge and spin, kcal/mol: 114.3
HOMO-LUMO gap, eV: 10.27
HOMO energy, Eh: -0.362

=====

Below is C7H14S as an isolated structure at a distorted geometry, with properties calculated with ωB97M-V/def2-TZVPD.

Element x y z (Å)
C -2.09807 0.49639 1.81461
C -0.97145 -0.40545 1.24787
C -0.22919 0.27577 0.02362
C -0.40692 1.62840 -0.15338
C 1.16143 -0.31699 -0.31577
C 0.85350 -1.80621 -0.92287
C 1.82701 0.52885 -1.41797
H -1.51067 1.41849 2.10274
H -2.61137 -0.07996 2.63425
H -2.73926 0.87929 1.05873
H -0.21469 -0.94149 2.08200
H -1.47700 -1.36322 0.82510
H 0.58561 1.96542 -0.65637
H -0.85947 2.25944 0.48541
H 1.58675 -0.72811 0.71098
H 0.69642 -1.84556 -2.10298
H 0.15277 -2.29566 -0.29724
H 1.71540 -2.49785 -0.53586
H 0.78970 1.29316 -1.92884
H 2.37712 -0.19759 -2.38143
H 2.65362 1.16909 -0.74873
S -1.28126 0.56380 -1.52388

Calculated values
Charge: 0
Energy above the lowest of the compared OMol25 structures with the same formula, charge and spin, kcal/mol: 124.5
HOMO-LUMO gap, eV: 9.66
HOMO energy, Eh: -0.324

=====

Below is a 5-piece molecular cluster, C22H54NO7 overall at a distorted geometry, with properties calculated with ωB97M-V/def2-TZVPD.

Element x y z (Å)
C -3.49011 0.48232 -3.24704
C -3.29775 -1.04806 -2.75599
O -4.34243 -1.89657 -3.23683
C -3.28055 -0.96636 -1.14540
O -3.23416 -2.29243 -0.55850
N -2.51604 -2.29477 0.64237
C -3.35786 -1.75586 1.72331
C -2.49133 -0.63837 2.63083
C -1.65241 0.46426 1.73286
O -1.01610 -0.73854 2.54441
H -4.19694 1.00486 -2.51921
H -2.51283 1.04258 -3.19068
H -3.92483 0.53445 -4.28356
H -2.26237 -1.42158 -3.05760
H -4.64845 -1.46434 -4.05405
H -4.21856 -0.42375 -0.79907
H -2.41076 -0.29495 -0.89081
H -2.33865 -3.30184 0.82275
H -1.61540 -1.83883 0.43603
H -3.61210 -2.52163 2.52475
H -4.32377 -1.26269 1.44138
H -2.97893 -0.25711 3.62091
H -1.10690 0.11872 0.81709
H -1.45004 1.40889 2.29997
C 1.73108 -1.69815 3.14216
C 2.17215 -2.99396 2.48257
O 3.18263 -2.81794 1.50422
C 4.40483 -2.24807 1.95852
C 5.08976 -3.06756 3.03801
H 1.37206 -0.99112 2.39049
H 0.92808 -1.88939 3.85707
H 2.54834 -1.21524 3.67987
H 1.31574 -3.43626 1.96585
H 2.49212 -3.72613 3.23061
H 4.24108 -1.21750 2.28989
H 5.06329 -2.18999 1.08829
H 4.47725 -3.15301 3.93755
H 6.03750 -2.60558 3.32107
H 5.28743 -4.08103 2.67952
C -8.30599 2.88598 -1.06804
C -7.52329 1.59180 -1.20719
O -6.22938 1.64235 -0.61580
C -6.18899 1.90643 0.77914
C -6.92481 0.87256 1.61488
H -7.75066 3.71749 -1.51054
H -9.27185 2.80153 -1.57019
H -8.49452 3.13895 -0.02352
H -7.36986 1.38567 -2.26853
H -8.08970 0.74499 -0.80727
H -6.56157 2.91474 0.98353
H -5.13239 1.90520 1.06376
H -7.98845 0.83537 1.37696
H -6.82741 1.10472 2.67759
H -6.51519 -0.12642 1.43567
C 8.64295 0.31688 2.15101
C 7.22414 0.84682 2.27175
O 6.57355 0.46180 3.47420
C 7.18392 0.88552 4.68559
C 7.29986 2.39453 4.81233
H 8.64997 -0.77471 2.21923
H 9.07905 0.61217 1.19407
H 9.28933 0.69721 2.94328
H 6.62579 0.44031 1.45301
H 7.20072 1.93551 2.16011
H 8.16023 0.40436 4.80481
H 6.55477 0.50991 5.49641
H 7.92600 2.82438 4.02862
H 7.73882 2.66142 5.77576
H 6.31431 2.86067 4.73597
C 2.56292 1.77957 -5.51457
C 1.54297 1.18945 -4.55599
O 0.19602 1.45532 -4.92332
C -0.22073 0.96155 -6.18982
C -0.10668 -0.54771 -6.31855
H 2.42899 2.86170 -5.59558
H 3.57690 1.57602 -5.16346
H 2.46805 1.36314 -6.51844
H 1.68784 1.63565 -3.56954
H 1.69676 0.11228 -4.43321
H 0.32645 1.46785 -6.99120
H -1.26948 1.24709 -6.30560
H 0.92440 -0.89050 -6.21827
H -0.47478 -0.87415 -7.29320
H -0.69308 -1.04286 -5.53943

Calculated values
Charge: +1
HOMO-LUMO gap, eV: 8.20
HOMO energy, Eh: -0.410

=====

Below is C20H17ClF6N3O5ReS2Te as an isolated structure at a distorted geometry, with properties calculated with ωB97M-V/def2-TZVPD.

Element x y z (Å)
Re 0.35622 -0.37844 -0.04825
Cl -5.10130 0.27058 -3.71562
C -3.56385 -0.22643 -3.11579
C -3.30884 -1.57733 -2.90222
C -2.05680 -1.98238 -2.41688
C -1.02577 -1.07384 -2.12196
O 0.12359 -1.43349 -1.69552
C -1.36316 0.28042 -2.34466
C -0.31140 1.25639 -2.04480
N 0.11775 1.36772 -0.83200
C 1.31845 2.06332 -0.66865
C 1.37683 3.45745 -0.59138
C 2.60741 4.09368 -0.43289
C 3.77500 3.33233 -0.34545
C 3.71291 1.92687 -0.40771
C 4.84642 1.10280 -0.32942
C 4.70037 -0.28055 -0.40923
C 3.42398 -0.79552 -0.55683
N 2.32015 -0.03286 -0.62190
C 2.46455 1.29351 -0.56056
C -2.58942 0.72142 -2.84656
H -4.06475 -2.32764 -3.10470
H -1.86809 -3.04314 -2.25702
H 0.12566 1.79590 -2.90290
H 0.45730 4.02946 -0.65606
H 2.65398 5.17712 -0.37795
H 4.73162 3.83349 -0.22664
H 5.83666 1.53141 -0.21477
H 5.55499 -0.94337 -0.36213
H 3.23185 -1.86140 -0.63569
H -2.77174 1.77794 -2.99386
F 2.27115 0.93331 4.07155
C 0.98290 0.83082 3.62968
F 0.19553 1.19366 4.68780
F 0.75853 -0.49434 3.41933
S 0.65856 1.86054 2.15815
O 1.12576 1.07581 1.01659
O 1.44661 3.08022 2.37573
N -0.89604 2.12357 2.32636
S -1.89396 1.11091 1.62520
O -3.03938 1.78074 0.99661
O -1.35523 0.01332 0.82299
C -2.58529 0.32594 3.12575
F -3.63745 -0.49954 2.86150
F -1.66620 -0.42534 3.79548
F -3.03866 1.24937 4.02473
C -2.80599 -3.40855 1.01082
Te -1.02893 -2.73313 0.02232
C -0.78115 -4.65657 -0.88907
H -3.54175 -3.76835 0.26253
H -3.25503 -2.55049 1.55181
H -2.55564 -4.20039 1.74659
H -0.74397 -5.44303 -0.10738
H 0.18592 -4.66617 -1.43246
H -1.59980 -4.84387 -1.61386
H 1.08899 -1.24384 1.25123

Calculated values
Charge: +1
⟨S²⟩: 0.832
Energy above the lowest of the compared OMol25 structures with the same formula, charge and spin, kcal/mol: 0.0
Spin multiplicity: 2
HOMO-LUMO gap (alpha / beta), eV: 5.48 / 5.78
HOMO energy (alpha / beta), Eh: -0.376 / -0.379

=====

What did the third record say?
Below is one molecule with the formula C8H16N2O4 at a distorted geometry, with properties calculated with ωB97M-V/def2-TZVPD.

Element x y z (Å)
C 1.24849 -3.55635 0.58221
C 1.37935 -2.19002 -0.38454
C 2.83459 -2.21857 -0.78269
C 0.84736 -0.83643 0.09844
N -0.30962 -0.83193 0.89605
C 0.60957 0.00208 -1.15127
O 1.02368 -0.37165 -2.19315
N -0.26065 1.05502 -1.13713
C -1.02306 1.82398 0.10213
C -2.54912 1.16933 -0.11888
O -2.85377 1.19459 -1.60824
C -0.38545 1.76317 1.51123
O 0.88406 1.95500 1.55999
O -1.28509 1.78477 2.52001
H 1.52766 -4.35798 -0.25702
H 2.02920 -3.26692 1.33144
H 0.21326 -3.48940 1.17754
H 0.72857 -2.52935 -1.36288
H 2.70853 -1.34456 -1.43265
H 3.55593 -1.96283 -0.01691
H 3.17679 -3.17334 -1.23598
H 1.61926 -0.18691 0.51322
H -0.32790 -1.55303 1.66103
H -1.17349 -1.28565 0.31585
H -0.26432 1.64765 -2.00553
H -1.19974 2.84711 -0.10878
H -3.42806 1.86675 0.22635
H -2.49138 0.13274 0.32155
H -2.00966 0.70358 -2.01263
H -0.59426 2.14561 3.20436

Calculated values
Charge: 0
SMILES: CC(C)[C@H](N)C(=O)N[C@@H](CO)C(=O)O
Energy above the lowest of the compared OMol25 structures with the same formula, charge and spin, kcal/mol: 114.3
HOMO-LUMO gap, eV: 10.27
HOMO energy, Eh: -0.362